1.
Computed, not measured: a molecular structure, C5H8LiO3Tl, with ωB97M-V with the def2-TZVPD basis set.

Computed properties:
Charge: +2
Energy: -16338.069 eV
Gap between HOMO and LUMO: 9.547 eV

Geometry as XYZ:
```
18
Properties=species:S:1:pos:R:3:forces:R:3
C 2.060 -2.917 -0.475 1.782 -2.001 -0.485
C 2.597 -3.637 -1.336 -1.819 2.793 0.468
H 2.203 -2.583 0.548 -0.284 0.087 -0.260
H 0.056 -2.187 0.386 -2.931 1.770 0.107
H 2.894 -3.748 -2.372 0.174 -0.781 0.532
Li 0.259 0.047 -2.950 0.163 -0.179 0.127
O -1.083 0.568 0.545 -1.158 -0.410 -0.505
Tl -2.371 -1.031 2.321 -1.243 0.028 1.569
O -0.822 -1.523 0.576 3.298 -3.945 -1.073
C -0.686 -0.457 -0.166 3.532 1.484 0.012
O 0.065 -0.422 -1.143 -1.676 0.228 -0.298
C -1.099 1.922 0.026 0.071 0.783 -0.289
C -0.467 2.794 1.080 0.235 0.192 -0.001
H -0.514 1.922 -0.901 -0.357 0.134 0.196
H -2.149 2.196 -0.142 0.315 -0.239 -0.127
H 0.622 2.655 1.091 -0.298 0.095 0.116
H -0.691 3.841 0.840 0.126 -0.224 0.159
H -0.875 2.560 2.072 0.070 0.185 -0.250
```
Forces are in eV/Å.



2.
Computed, not measured: a molecular structure, C5H8LiO4Sc, with ωB97M-V with the def2-TZVPD basis set.

Computed properties:
Charge: +2
Energy: -34392.262 eV
Gap between HOMO and LUMO (alpha / beta): 6.225 / 6.227 eV

Geometry as XYZ:
```
19
Properties=species:S:1:pos:R:3:forces:R:3
C 1.278 -2.752 0.973 -0.336 0.093 0.046
C 1.668 -1.878 -0.153 3.332 -0.284 1.623
O 1.791 -0.634 -0.013 -0.444 -1.741 -0.919
Li 2.111 0.837 -1.527 0.087 0.047 -0.805
H 1.858 -3.686 0.902 -0.516 0.144 -0.097
H 1.561 -2.259 1.917 -0.197 -0.023 -0.215
H 0.201 -2.950 0.998 0.010 -0.335 -0.007
H -0.885 0.506 -2.251 -0.174 2.655 1.485
O 0.469 1.361 -0.922 1.981 -0.703 2.871
C -1.076 1.826 1.673 -2.831 0.555 1.210
C -0.804 1.428 -1.452 -1.747 -0.255 -2.721
O -1.356 2.300 2.761 1.785 -1.004 -1.539
O -2.034 2.017 0.698 0.645 0.174 -0.486
C -1.980 1.251 -0.503 -0.223 -0.849 0.396
Sc 0.692 0.819 0.950 -0.415 2.335 0.249
H -0.898 2.453 -1.857 -0.043 -0.740 -0.596
H -2.056 0.178 -0.254 -0.222 0.021 0.156
H -2.889 1.529 -1.056 0.314 -0.258 0.116
H 2.349 -2.346 -0.885 -1.008 0.165 -0.769
```
Forces are in eV/Å.



3.
Computed, not measured: a molecular structure, C5H8MgNiO5, with ωB97M-V with the def2-TZVPD basis set.

Computed properties:
Charge: +1
Energy: -62029.441 eV
Multiplicity: 4
Gap between HOMO and LUMO (alpha / beta): 6.202 / 4.346 eV
<S²>: 3.76

Geometry as XYZ:
```
20
Properties=species:S:1:pos:R:3:forces:R:3
C -1.881 0.254 -2.187 1.199 -1.429 0.874
O -2.572 0.418 -3.218 -0.263 0.625 2.633
O -2.386 0.180 -1.041 0.797 0.800 -0.191
Ni -2.268 0.148 -4.879 0.447 -0.449 -3.139
O -0.199 1.914 -0.320 0.826 1.340 -0.026
C 1.153 1.786 -0.397 1.617 -0.610 -1.496
C 1.585 0.387 -0.158 2.796 -0.164 -1.773
O 0.786 -0.213 0.621 -3.239 -1.198 2.600
C 0.895 -1.437 1.398 -0.001 0.110 -0.455
C -0.168 -1.245 2.486 0.361 -0.235 0.358
O -1.342 -0.752 1.956 -0.164 0.788 -0.466
Mg -1.373 0.626 0.622 -0.273 -2.258 0.773
H 1.771 2.393 0.307 -0.961 0.786 0.222
H 1.574 2.052 -1.395 -0.565 0.731 0.391
H 2.635 0.070 -0.197 -0.344 0.378 -0.220
H -0.721 0.004 -2.284 -1.972 0.728 -0.056
H 1.927 -1.528 1.755 -0.223 -0.103 0.006
H 0.619 -2.240 0.705 0.180 0.000 0.234
H 0.262 -0.580 3.263 -0.117 -0.142 -0.165
H -0.298 -2.237 2.962 -0.102 0.302 -0.101
```
Forces are in eV/Å.



4.
Computed, not measured: a molecular structure, C5H8MgO5Yb, with ωB97M-V with the def2-TZVPD basis set.

Computed properties:
Charge: +1
Energy: -52519.196 eV
Multiplicity: 2
Gap between HOMO and LUMO (alpha / beta): 5.019 / 5.018 eV
<S²>: 0.75

Geometry as XYZ:
```
20
Properties=species:S:1:pos:R:3:forces:R:3
C 3.260 -0.529 -0.156 -2.153 0.501 -1.524
O 4.392 -0.882 -0.559 1.566 -0.721 0.666
O 2.853 0.655 -0.159 0.136 -1.270 0.562
Mg 5.792 -2.104 0.075 -0.279 0.370 -0.292
O 0.368 -0.031 1.873 -1.315 -1.702 1.275
C -0.607 -0.971 1.873 1.548 -0.942 -0.221
C -1.288 -1.097 0.567 -1.822 1.393 0.737
O -1.137 -0.078 -0.158 0.822 -0.669 0.342
C -1.886 0.444 -1.292 -0.191 -0.110 -0.769
C -1.797 1.962 -1.093 -0.186 0.581 -0.170
O -0.522 2.348 -0.739 -1.781 0.234 -1.348
Yb 0.778 1.504 0.561 2.513 1.124 0.354
H -1.449 -0.833 2.596 -0.040 0.051 -0.265
H -0.249 -2.001 2.111 -0.027 0.177 0.189
H -2.119 -1.787 0.371 0.379 -0.123 -0.208
H 2.512 -1.400 -0.048 0.677 1.122 0.536
H -2.898 0.026 -1.272 0.187 0.077 -0.051
H -1.320 0.116 -2.172 -0.186 0.104 0.154
H -2.551 2.245 -0.330 0.159 -0.057 -0.176
H -2.131 2.414 -2.048 -0.005 -0.139 0.211
```
Forces are in eV/Å.



5.
Computed, not measured: a gas-phase ion, C5H8N (charge +1), with ωB97M-V with the def2-TZVPD basis set.

Computed properties:
Charge: +1
Energy: -6791.840 eV
Gap between HOMO and LUMO: 7.779 eV

Geometry as XYZ:
```
14
Properties=species:S:1:pos:R:3:forces:R:3
C -1.602 -0.800 -1.207 0.667 2.951 3.039
C 0.112 0.495 0.858 -2.973 -1.092 1.132
C -1.520 0.872 0.574 -1.403 0.551 0.463
C 0.773 -0.116 -0.184 -0.768 -2.031 -1.886
C 2.063 -0.713 -0.476 -1.194 -0.299 0.602
N -1.952 -0.027 -0.424 -0.191 0.243 -0.646
H -1.538 -1.488 -1.920 0.081 -2.588 -2.788
H 0.492 1.425 1.014 1.713 3.039 0.402
H 0.021 0.114 1.901 0.608 -0.463 -0.670
H -2.252 0.658 1.404 1.348 0.201 -0.149
H -1.783 1.960 0.300 0.832 -1.680 -0.012
H 2.079 -1.473 -1.281 -0.393 0.296 0.500
H 2.577 -1.025 0.414 0.809 -0.067 0.233
H 2.530 0.119 -0.971 0.865 0.939 -0.221
```
Forces are in eV/Å.



6.
Computed, not measured: 2 unconnected molecules or ions with the total composition C5H8N, with ωB97M-V with the def2-TZVPD basis set.

Computed properties:
Charge: +1
Energy: -6786.706 eV
Gap between HOMO and LUMO (alpha / beta): 4.448 / 4.451 eV

Geometry as XYZ:
```
14
Properties=species:S:1:pos:R:3:forces:R:3
C -1.279 -3.643 -1.687 -4.880 -1.912 -0.548
C -0.191 -3.171 -1.903 5.172 3.186 0.077
C -0.026 1.158 -1.023 1.411 -2.589 1.153
C 0.619 0.188 0.061 -1.760 0.380 -1.148
C 0.455 0.423 1.508 2.237 2.425 -0.791
N -0.622 -0.151 -0.630 -0.644 1.050 -0.153
H -2.090 -4.012 -2.296 -0.494 -0.343 0.742
H -0.331 2.118 -0.711 -1.329 0.618 0.614
H 0.508 1.220 -1.944 0.285 -0.523 -0.617
H 1.460 -0.383 -0.251 0.628 -0.188 -0.497
H 0.453 -0.492 1.994 0.094 -1.797 1.233
H -0.516 0.885 1.605 0.086 0.736 0.824
H 1.426 1.018 1.835 -2.368 -0.842 -0.197
H -1.543 -0.090 -0.100 1.563 -0.201 -0.693
```
Forces are in eV/Å.



7.
Computed, not measured: a gas-phase ion, C5H8N (charge +1), with ωB97M-V with the def2-TZVPD basis set.

Computed properties:
Structure (SMILES): C/[NH+]=C/C1=CC1
Charge: +1
Energy: -6793.471 eV
Gap between HOMO and LUMO (alpha / beta): 7.933 / 7.932 eV

Geometry as XYZ:
```
14
Properties=species:S:1:pos:R:3:forces:R:3
C 0.711 -0.941 -0.136 0.969 -1.436 0.860
C 1.888 -1.862 0.379 1.536 1.189 -0.038
C -0.045 0.349 0.456 1.368 -4.485 -5.355
C 1.089 -2.090 -0.843 -2.416 2.825 0.489
C -1.730 2.104 0.037 -0.580 1.149 -0.725
N -0.954 0.915 -0.267 0.485 -0.339 1.474
H 2.999 -1.587 0.317 -1.642 0.240 -0.549
H 1.860 -2.440 1.296 -0.982 -0.483 -0.132
H 0.401 0.697 1.319 0.372 1.204 1.783
H 0.838 -2.725 -1.766 0.539 1.035 1.727
H -2.431 1.818 0.861 -0.007 0.588 -1.101
H -1.122 2.965 0.374 -0.039 -0.740 -0.111
H -2.143 2.398 -1.000 -0.069 -0.302 2.147
H -1.362 0.400 -1.028 0.467 -0.445 -0.470
```
Forces are in eV/Å.



8.
Computed, not measured: a molecular structure, C5H8N, with ωB97M-V with the def2-TZVPD basis set.

Computed properties:
Charge: +1
Energy: -6792.734 eV
Gap between HOMO and LUMO: 9.914 eV

Geometry as XYZ:
```
14
Properties=species:S:1:pos:R:3:forces:R:3
C -1.117 0.428 0.521 -2.014 -0.661 -2.491
C -0.096 1.350 0.124 1.381 -2.110 -0.378
C -2.077 -0.333 -0.238 -1.656 -1.341 -0.149
C 0.501 -0.130 -0.319 0.003 1.304 2.244
C 1.811 -0.500 0.282 -3.371 0.318 3.371
N -0.738 -0.827 0.385 1.136 -0.053 0.213
H -0.329 1.993 -0.698 -0.251 0.898 0.153
H 0.467 1.641 0.978 0.822 0.944 0.193
H -2.869 -0.871 0.339 0.718 0.652 -0.579
H -2.247 -0.361 -1.377 0.584 0.616 1.886
H 0.548 -0.410 -1.315 -1.109 0.125 -2.322
H 1.565 -0.733 1.365 1.191 1.205 -0.713
H 2.534 0.179 -0.021 1.509 1.430 0.184
H 2.046 -1.427 -0.025 1.057 -3.328 -1.612
```
Forces are in eV/Å.



Per-record max |F|, eV/Å: 5.3 3.7 4.3 2.8 4.3 6.1 7.1 4.8